{
  "formula": "C6H9N",
  "method": "wB97M-V/def2-TZVPD",
  "species": ["N", "C", "C", "C", "C", "C", "C", "H", "H", "H", "H", "H", "H", "H", "H", "H"],
  "coordinates": [[-1.88465, -0.48890, -0.90906], [0.43145, -0.16677, 0.10843], [-1.67546, 0.37892, 0.21987], [0.54716, 0.70972, -1.08238], [-0.32258, 1.12861, 0.11975], [1.60223, -0.64657, 0.90032], [-0.94862, -0.90918, 0.12172], [2.37896, 0.12432, 0.95224], [1.31848, -0.93128, 1.91868], [-1.42773, -0.09583, -1.72598], [1.44079, 1.31771, -1.19399], [-0.09100, 1.97109, 0.76467], [0.24709, 0.29303, -2.04520], [2.03362, -1.52168, 0.40087], [-2.52946, 0.68754, 0.81760], [-1.12028, -1.85075, 0.63244]],
  "atomic_forces_ev_per_a": [[-0.012, -0.015, -0.250], [0.136, -0.139, 0.022], [-0.112, 0.127, 0.143], [0.009, 0.108, 0.007], [0.103, 0.226, -0.011], [0.037, -0.047, 0.073], [0.051, -0.350, 0.173], [-0.131, -0.108, 0.042], [0.061, 0.024, -0.078], [-0.207, -0.320, -0.079], [0.030, -0.222, 0.279], [0.090, 0.070, -0.433], [-0.359, 0.575, 0.124], [0.024, 0.043, 0.164], [0.271, -0.060, -0.061], [0.008, 0.090, -0.114]],
  "lumo_energy_ev": 1.1,
  "e_homo_ev": -8.603,
  "smiles": "C[C@]12C[C@H]1[C@H]1N[C@H]12",
  "e_above_lowest_kj_mol": 349.6,
  "gap_ev": 9.67
}